The following is a quantum chemistry calculation of C3H3I3O as an isolated structure in a non-equilibrium geometry, from the Open Molecules 2025 dataset.

CARTESIAN COORDINATES (ANGSTROEM)
C (-0.958, -0.099, -0.770)
C (0.499, -0.011, -0.571)
C (1.164, -0.650, 0.387)
O (-0.621, 2.202, 1.295)
I (0.201, -1.940, 1.737)
I (3.238, -0.463, 0.623)
I (-1.927, 1.021, 0.877)
H (-1.278, 0.370, -1.693)
H (-1.356, -1.105, -0.677)
H (1.039, 0.674, -1.209)

## Properties
gap between HOMO and LUMO (alpha / beta) = 5.7 / 7.1 eV
LUMO level (alpha / beta) = -0.34 / -2.00 eV
2S+1 = 3
charge = 0
HOMO level (alpha / beta) = -0.2209 / -0.3343 Ha

The following is a quantum chemistry calculation of one molecule with the formula C8H14 in a non-equilibrium geometry, from the Open Molecules 2025 dataset.

CARTESIAN COORDINATES (ANGSTROEM)
C (-2.136, 1.524, 1.949)
C (-2.003, 0.464, 1.162)
C (-1.010, -0.660, 1.314)
C (0.069, -0.886, 0.302)
C (0.164, -2.046, -0.372)
C (1.209, 0.083, 0.232)
C (1.886, 0.296, -1.140)
C (0.833, 0.492, -2.314)
H (-2.826, 2.341, 1.684)
H (-1.538, 1.668, 2.854)
H (-2.540, 0.398, 0.207)
H (-1.683, -1.391, 1.738)
H (-0.283, -0.479, 2.178)
H (1.103, -2.202, -0.982)
H (-0.637, -2.756, -0.340)
H (0.846, 1.038, 0.654)
H (2.044, -0.152, 0.891)
H (2.550, 1.175, -1.142)
H (2.485, -0.602, -1.269)
H (1.117, 1.284, -2.992)
H (-0.081, 0.858, -1.806)
H (0.428, -0.446, -2.809)

## Properties
gap between HOMO and LUMO = 10.3 eV
SMILES string = C=CCC(=C)CCC
LUMO level = 1.04 eV
2S+1 = 1
charge = 0
HOMO level = -0.3388 Ha

The following is a quantum chemistry calculation of one molecule with the formula C7H12BNO in a non-equilibrium geometry, from the Open Molecules 2025 dataset.

CARTESIAN COORDINATES (ANGSTROEM)
C (3.615, -0.828, -0.524)
N (2.398, -0.804, -0.184)
C (1.770, 0.339, 0.348)
O (1.500, 0.243, 1.702)
C (0.503, 0.631, -0.527)
B (-0.852, -0.064, -0.407)
C (-1.825, -1.279, -0.597)
C (-3.199, -1.249, 0.115)
C (-0.645, 1.361, -0.039)
C (-0.801, 2.576, 0.382)
H (3.992, -1.761, -0.808)
H (4.279, 0.079, -0.363)
H (2.466, 1.286, 0.274)
H (1.239, -0.686, 1.707)
H (0.884, 1.106, -1.465)
H (-1.158, -2.226, -0.142)
H (-1.877, -1.382, -1.651)
H (-3.797, -2.107, 0.000)
H (-3.077, -1.137, 1.191)
H (-3.667, -0.328, -0.107)
H (0.089, 3.210, 0.387)
H (-1.837, 3.022, 0.704)

## Properties
gap between HOMO and LUMO = 9.2 eV
SMILES string = C=N[C@H](O)[C@H]1B(CC)C1=C
LUMO level = -0.02 eV
2S+1 = 1
charge = 0
HOMO level = -0.3389 Ha

The following is a quantum chemistry calculation of a 16-piece molecular cluster, C16H64N6O16 overall in a non-equilibrium geometry, from the Open Molecules 2025 dataset.

CARTESIAN COORDINATES (ANGSTROEM)
C (13.368, 10.567, 1.302)
O (13.284, 10.173, -0.104)
H (13.609, 9.804, 2.043)
H (13.966, 11.474, 1.394)
H (12.328, 10.788, 1.539)
H (13.611, 9.272, -0.158)
C (10.191, 6.513, -2.372)
O (11.274, 7.370, -2.499)
H (10.438, 5.456, -2.467)
H (9.702, 6.611, -1.403)
H (9.445, 6.889, -3.072)
H (11.646, 7.305, -3.382)
C (13.924, 6.693, 0.591)
O (15.138, 7.282, 0.898)
H (14.112, 6.069, -0.283)
H (13.466, 5.983, 1.281)
H (13.151, 7.422, 0.345)
H (15.653, 6.572, 1.287)
C (8.328, 8.326, 0.400)
O (7.807, 9.632, 0.607)
H (9.301, 8.299, -0.091)
H (8.506, 7.834, 1.356)
H (7.530, 7.815, -0.138)
H (8.502, 10.260, 0.816)
C (12.051, 13.327, 4.055)
O (12.756, 14.544, 3.712)
H (11.110, 13.191, 3.521)
H (12.554, 12.467, 3.612)
H (11.806, 13.142, 5.100)
H (12.193, 15.209, 4.115)
C (16.791, 6.774, -2.887)
O (17.183, 5.722, -2.059)
H (17.425, 7.661, -2.902)
H (16.523, 6.387, -3.870)
H (15.909, 7.211, -2.419)
H (17.420, 6.081, -1.200)
C (14.693, 9.719, -2.678)
O (15.235, 9.942, -3.948)
H (15.526, 9.788, -1.979)
H (13.894, 10.441, -2.508)
H (14.323, 8.701, -2.558)
H (15.521, 10.853, -4.045)
C (9.680, 10.441, 4.837)
O (9.022, 11.683, 4.611)
H (9.168, 9.892, 5.627)
H (9.873, 9.946, 3.885)
H (10.686, 10.655, 5.198)
H (8.915, 11.995, 5.513)
C (9.024, 12.915, 1.006)
O (9.322, 11.756, 1.780)
H (8.901, 13.710, 1.741)
H (9.736, 13.179, 0.223)
H (8.002, 12.764, 0.658)
H (9.078, 11.882, 2.700)
C (15.908, 7.238, 5.325)
O (16.818, 8.308, 5.341)
H (14.873, 7.513, 5.530)
H (15.851, 6.894, 4.292)
H (16.249, 6.421, 5.960)
H (16.840, 8.634, 4.438)
C (15.877, 12.810, -0.969)
O (17.034, 12.721, -0.264)
H (15.133, 12.108, -0.590)
H (15.589, 13.861, -0.983)
H (16.099, 12.536, -2.000)
H (17.687, 13.172, -0.805)
C (16.121, 11.545, 5.457)
O (15.328, 10.755, 6.312)
H (15.702, 11.645, 4.455)
H (16.192, 12.572, 5.814)
H (17.152, 11.266, 5.235)
H (15.404, 9.819, 6.111)
C (11.370, 16.018, 0.197)
O (11.029, 17.350, -0.314)
H (10.842, 15.792, 1.123)
H (11.162, 15.167, -0.452)
H (12.434, 16.013, 0.431)
H (11.452, 18.075, 0.151)
C (16.282, 14.194, 3.134)
O (17.392, 14.598, 2.802)
N (15.552, 14.559, 4.124)
N (15.644, 13.375, 2.320)
H (14.576, 14.314, 4.042)
H (15.789, 15.275, 4.795)
H (14.685, 13.149, 2.540)
H (16.082, 13.077, 1.460)
C (10.347, 11.271, -2.151)
O (9.577, 11.987, -2.631)
N (10.173, 9.932, -2.146)
N (11.503, 11.566, -1.703)
H (9.306, 9.535, -2.479)
H (11.011, 9.379, -2.040)
H (12.102, 10.844, -1.329)
H (11.826, 12.522, -1.745)
C (17.444, 10.034, 2.000)
O (17.593, 9.190, 2.858)
N (16.890, 9.836, 0.841)
N (18.062, 11.168, 1.993)
H (16.799, 10.622, 0.214)
H (16.435, 8.953, 0.659)
H (18.598, 11.400, 2.817)
H (17.922, 11.810, 1.226)

## Properties
gap between HOMO and LUMO = 9.3 eV
LUMO level = -0.02 eV
2S+1 = 1
charge = 0
HOMO level = -0.3436 Ha

The following is a quantum chemistry calculation of one molecule with the formula C4H6O2 in a non-equilibrium geometry, from the Open Molecules 2025 dataset.

CARTESIAN COORDINATES (ANGSTROEM)
C (-1.572, 0.439, 0.240)
C (-0.666, -0.795, -0.262)
C (0.648, -0.911, -0.260)
C (1.897, 0.070, -0.044)
O (2.896, -0.522, 0.363)
O (1.691, 1.381, -0.302)
H (-1.035, 1.529, 0.312)
H (-1.920, 0.025, 1.322)
H (-2.645, 0.640, -0.284)
H (-1.246, -1.699, -0.375)
H (1.402, -1.833, -0.513)
H (0.549, 1.678, -0.198)

## Properties
gap between HOMO and LUMO = 10.5 eV
SMILES string = C/C=C\C(=O)O
LUMO level = 0.21 eV
2S+1 = 1
charge = 0
HOMO level = -0.3771 Ha

The following is a quantum chemistry calculation of C19H31N5O2S as an isolated structure in a non-equilibrium geometry, from the Open Molecules 2025 dataset.

CARTESIAN COORDINATES (ANGSTROEM)
C (4.335, -4.801, 0.795)
H (4.122, -5.769, 0.770)
C (4.561, -4.292, -0.700)
C (3.770, -4.863, -1.797)
C (2.458, -4.348, -1.734)
H (1.810, -4.796, -2.378)
H (2.085, -4.868, -0.508)
S (2.228, -2.679, -1.679)
O (2.396, -2.237, -0.309)
O (3.111, -2.063, -2.574)
N (0.529, -2.556, -2.042)
C (-0.449, -2.317, -1.311)
N (-1.262, -1.407, -1.727)
C (-2.529, -1.270, -0.625)
N (-2.050, -1.266, 0.599)
C (-1.306, -2.601, 1.069)
N (-0.147, -2.706, 0.089)
H (0.734, -2.781, 0.483)
H (-1.157, -2.526, 1.949)
H (-2.136, -3.404, 0.937)
C (-1.378, -0.123, 1.174)
C (-2.426, 0.846, 1.592)
C (-1.847, 2.159, 2.195)
N (-0.592, 2.626, 1.583)
C (0.189, 1.636, 0.985)
C (-0.249, 0.508, 0.500)
H (-0.338, 0.813, -0.527)
H (0.443, -0.341, 0.399)
H (1.299, 2.016, 0.751)
H (0.757, 1.411, 2.281)
C (-1.042, 3.453, 0.185)
C (-1.621, 4.775, 0.456)
C (-1.194, 5.568, 1.641)
C (-1.660, 6.794, 1.919)
C (-2.838, 7.154, 1.255)
C (-3.601, 6.295, 0.289)
C (-2.819, 5.226, -0.256)
H (-3.157, 4.508, -0.633)
H (-4.321, 6.632, -0.288)
H (-3.450, 7.898, 1.594)
H (-1.338, 7.437, 2.921)
H (-0.235, 5.042, 2.352)
H (0.098, 3.672, -0.261)
H (-1.394, 2.944, -0.482)
H (-2.493, 2.935, 2.151)
H (-1.440, 2.109, 3.160)
H (-2.764, 1.441, 0.554)
H (-3.174, 0.834, 2.135)
H (-1.148, -0.401, 2.179)
H (-2.817, -0.399, -0.892)
H (-3.329, -1.948, -0.853)
H (0.520, -1.904, -2.972)
H (3.651, -5.876, -1.843)
H (4.162, -4.490, -2.648)
H (4.734, -3.186, -0.624)
H (5.651, -4.780, -0.727)
H (5.206, -4.558, 1.317)
H (3.489, -4.402, 1.075)

## Properties
gap between HOMO and LUMO = 8.5 eV
LUMO level = 0.45 eV
2S+1 = 1
charge = 0
HOMO level = -0.2942 Ha